Record 1
Density functional theory data (ωB97M-V with the def2-TZVPD basis set) for 12 unconnected molecules or ions with the total composition C21H66ClN20O13 at a distorted geometry.

Structure (ORCA input):
```
! RIJCOSX wB97M-V def2-TZVPD def2/J DEFGRID3
* xyz -1 1
Cl 1.3884 -10.2112 18.3174
C -1.9561 -9.7962 16.7396
O -2.9776 -9.1576 16.4942
N -0.7797 -9.6707 16.0820
N -1.8803 -10.6065 17.8078
H 0.0802 -9.7630 16.6139
H -0.8183 -8.9432 15.3941
H -2.5677 -10.7134 18.5593
H -0.9900 -11.0004 18.0190
C 7.0648 -8.5775 22.7174
O 7.5861 -8.7948 23.7993
N 6.4155 -7.3706 22.5384
N 7.1254 -9.3883 21.6567
H 6.3844 -6.8398 23.4239
H 5.6458 -7.3091 21.8530
H 7.8645 -10.0688 21.6517
H 6.8045 -8.9913 20.7632
C 1.6018 -4.4767 20.3015
O 2.6389 -4.1280 19.8164
N 1.3000 -5.7401 20.7404
N 0.5411 -3.6642 20.4577
H 0.3341 -5.8538 21.1701
H 2.0184 -6.4240 20.9934
H -0.3924 -4.0574 20.4172
H 0.5434 -2.6940 20.2513
C 4.5460 -12.0582 19.3225
O 5.6419 -12.4780 19.7319
N 4.0522 -12.2325 18.0270
N 3.7995 -11.1886 20.0517
H 4.6179 -12.8282 17.4696
H 3.1746 -11.7815 17.8103
H 2.8673 -10.9497 19.7712
H 3.9633 -11.3886 21.0148
C 2.4723 -10.0818 23.6509
O 1.8776 -10.6861 24.5325
N 2.0173 -8.9901 23.0706
N 3.6356 -10.6052 23.1213
H 2.5385 -8.3485 22.4607
H 1.0649 -8.6910 23.3212
H 4.0770 -10.0917 22.3682
H 3.8304 -11.4862 23.6011
C -1.5603 -6.0894 18.1828
O -1.5048 -4.8719 18.5828
N -2.6369 -6.4564 17.5021
N -0.5309 -6.9932 18.4457
H -2.8256 -7.4112 17.2750
H -3.2763 -5.7147 17.4818
H 0.2637 -6.7403 18.9935
H -0.6139 -7.9828 18.2465
C 4.4996 -7.4561 19.7182
O 4.1548 -7.5937 20.8949
N 4.6559 -8.5415 18.9767
N 4.8686 -6.2516 19.1906
H 4.8065 -8.4834 17.9598
H 4.4269 -9.4383 19.4202
H 4.2860 -5.4985 19.5473
H 5.1420 -6.2289 18.2110
C 3.6634 -7.3903 15.9808
O 4.8563 -7.6422 16.1523
N 2.6123 -8.3684 16.0615
N 3.3149 -6.0624 15.8201
H 1.6790 -8.0378 16.0813
H 2.8439 -9.0422 16.7509
H 4.1231 -5.4759 15.6022
H 2.4012 -5.6575 15.6538
C 8.7211 -13.3879 19.5283
O 9.9284 -13.6599 19.5010
N 8.1294 -12.8670 18.4117
N 8.0279 -13.4083 20.6586
H 7.1329 -12.7876 18.5541
H 8.6042 -12.8813 17.5454
H 7.0172 -13.2270 20.7749
H 8.5807 -13.4818 21.4881
C 1.0909 -15.8846 19.4045
O 0.0082 -15.1240 19.7934
C 0.3179 -13.8058 20.1065
C -0.9074 -13.0804 20.5765
N -1.2587 -13.3011 21.9372
C -0.5536 -12.5607 22.8786
C -0.6527 -13.0667 24.3295
O -1.9775 -12.9254 24.7078
C -2.0793 -13.0351 26.1544
H 0.8471 -16.9202 19.4409
H 1.9737 -15.7620 20.0818
H 1.4597 -15.7081 18.3663
H 0.8581 -13.3831 19.2572
H 1.0586 -13.8977 20.9236
H -1.7659 -13.3696 19.8962
H -0.6857 -12.0145 20.6273
H -1.9834 -14.0235 22.2081
H -0.8503 -11.5042 22.8693
H 0.4636 -12.6088 22.6046
H -0.0476 -12.4607 24.9687
H -0.2562 -14.0484 24.4817
H -2.6467 -13.9645 26.4529
H -2.7478 -12.2518 26.4286
H -1.1393 -13.0403 26.6359
C -0.9736 -8.2202 28.4610
O -0.8315 -8.7743 27.2082
C -2.0482 -8.7053 26.4179
C -1.7488 -8.9265 24.9341
N -0.6886 -7.9778 24.3861
C -1.1599 -6.6080 24.1753
C -1.9346 -6.3691 22.8876
O -1.0898 -6.8649 21.8770
C -1.3389 -8.2771 21.5410
H -1.6258 -8.7355 29.1224
H -1.4619 -7.1838 28.2780
H 0.0358 -8.1320 28.8027
H -2.5508 -7.7314 26.5739
H -2.7685 -9.4716 26.7936
H -2.6346 -8.8548 24.2882
H -1.3451 -10.0022 24.7664
H 0.0063 -8.0426 25.0888
H -0.3178 -5.9333 24.1660
H -1.7496 -6.2229 25.0146
H -2.0949 -5.2618 22.7040
H -2.8714 -6.9075 22.8751
H -1.5546 -8.8438 22.4338
H -0.5220 -8.7091 20.9882
H -2.2249 -8.2632 20.9345
*
```

## Properties
**E_tot**: -91800.11044 eV
**HOMO level**: -6.27 eV
**Kohn-Sham gap**: 8.352 eV
**LUMO energy**: 0.0766 Ha
**Largest force on an atom**: 4.4 eV/A



Record 2
Density functional theory data (ωB97M-V with the def2-TZVPD basis set) for 2 unconnected molecules or ions with the total composition C6H13ISi at a distorted geometry.

Structure (ORCA input):
```
! RIJCOSX wB97M-V def2-TZVPD def2/J DEFGRID3
* xyz 0 3
C -0.4968 0.6616 -3.6645
C -0.1126 1.5806 -2.8110
C 1.4267 1.2182 0.8169
C -0.8337 -0.1244 2.3874
C 0.4605 -1.7037 -0.0235
C -1.4165 0.8378 -0.3296
Si -0.0381 0.0571 0.5931
I 1.2448 3.1146 -2.7910
H 0.1617 0.5504 -4.5066
H -1.2613 -0.0568 -3.4908
H 1.0676 2.2940 0.3957
H 1.8164 1.4724 1.8413
H 2.2891 0.9122 0.2725
H -0.2386 -0.0229 3.2731
H -1.6460 0.6122 2.4911
H -1.3215 -1.0648 2.4749
H 1.1366 -1.6525 -0.8651
H 0.8819 -2.1917 0.8472
H -0.4683 -2.0977 -0.5830
H -1.4729 1.9089 -0.1560
H -2.2322 0.1624 -0.8210
*
```

## Properties
**ΔE to the lowest compared entry with this formula, charge and spin**: 0.0 kJ/mol
**E_tot**: -22405.96765 eV
**HOMO level (spin up / spin down)**: -7.76 / -9.41 eV
**Kohn-Sham gap (spin up / spin down)**: 8.237 / 8.080 eV
**LUMO energy (spin up / spin down)**: 0.0175 / -0.0487 Ha
**Largest force on an atom**: 3.3 eV/A



Record 3
Density functional theory data (ωB97M-V with the def2-TZVPD basis set) for 2 unconnected molecules or ions with the total composition CH3BrN2 at a distorted geometry.

Structure (ORCA input):
```
! RIJCOSX wB97M-V def2-TZVPD def2/J DEFGRID3
* xyz 0 1
C -0.2366 0.3417 -0.2861
N -0.7118 1.4767 -0.0025
N -1.1421 2.4614 0.2866
Br 3.0800 -0.0622 -0.0996
H 0.1669 -0.2250 0.5703
H -0.0830 0.0445 -1.2548
H 3.2467 0.9631 -0.8507
*
```

## Properties
**ΔE to the lowest compared entry with this formula, charge and spin**: 51.6 kJ/mol
**E_tot**: -74105.79403 eV
**HOMO level**: -8.51 eV
**Kohn-Sham gap**: 9.365 eV
**LUMO energy**: 0.0316 Ha
**Largest force on an atom**: 5.1 eV/A



Record 4
Density functional theory data (ωB97M-V with the def2-TZVPD basis set) for a molecular structure, C47H44ClGePRe.

Structure (ORCA input):
```
! RIJCOSX wB97M-V def2-TZVPD def2/J DEFGRID3
* xyz 3 1
Re -1.3146 0.6766 -1.0522
C 0.3300 2.0684 -2.0369
C 1.7712 1.5620 -2.0732
C 1.8931 0.5944 -3.0387
C 0.6285 0.4459 -3.6505
C -0.3849 1.2817 -2.9540
C -1.6953 1.7049 -3.5830
C 0.3894 -0.2684 -4.8961
C 3.1262 -0.1447 -3.4500
C 2.8226 2.1502 -1.2451
C 0.0365 3.4775 -1.6378
H -2.3546 2.2155 -2.8598
H -2.2438 0.8599 -4.0013
H -1.5423 2.4392 -4.3787
H 0.8456 -1.2636 -4.8626
H 0.9441 0.2642 -5.6848
H -0.6550 -0.3348 -5.1813
H 2.8995 -1.1873 -3.6748
H 3.8817 -0.1270 -2.6670
H 3.5690 0.2996 -4.3437
H 2.4994 2.2544 -0.2041
H 3.0152 3.1751 -1.5944
H 3.7579 1.5998 -1.3017
H -1.0294 3.6683 -1.4971
H 0.3743 4.1428 -2.4409
H 0.5604 3.7503 -0.7215
Cl -3.4433 0.0482 -0.2736
C -3.4419 -1.7177 0.0864
C -4.6307 -2.2490 0.5310
C -4.6623 -3.6240 0.7347
C -3.5444 -4.4015 0.4606
C -2.3722 -3.8174 0.0061
C -2.2878 -2.4318 -0.1611
P -0.7939 -1.6228 -0.8000
C 0.6091 -2.0365 0.2453
C 1.8518 -1.4867 -0.0763
C 2.9859 -1.8737 0.6167
C 2.8851 -2.8024 1.6459
C 1.6474 -3.3245 1.9901
C 0.5079 -2.9461 1.2949
C -0.5716 -2.4678 -2.3866
C -1.6514 -2.4837 -3.2764
C -1.5691 -3.2036 -4.4560
C -0.4101 -3.9161 -4.7531
C 0.6632 -3.9044 -3.8720
C 0.5877 -3.1815 -2.6862
H -5.5024 -1.6324 0.7038
H -5.5754 -4.0862 1.0853
H -3.5901 -5.4741 0.5915
H -1.5203 -4.4425 -0.2315
H 1.9379 -0.7761 -0.8892
H 3.9511 -1.4621 0.3505
H 3.7719 -3.1151 2.1815
H 1.5630 -4.0308 2.8047
H -0.4480 -3.3451 1.5995
H -2.5803 -1.9765 -3.0282
H -2.4127 -3.2346 -5.1329
H -0.3541 -4.4970 -5.6643
H 1.5514 -4.4819 -4.0935
H 1.4107 -3.2133 -1.9837
C -0.3101 1.0547 0.2813
Ge 0.1173 1.5585 2.2351
C -1.2608 2.8854 2.5223
C -2.0611 3.4361 1.5238
C -3.0273 4.3852 1.8276
C -3.1968 4.7961 3.1423
C -2.4054 4.2565 4.1476
C -1.4439 3.3046 3.8416
C 1.8989 2.2857 2.1953
C 2.0196 3.6735 2.0656
C 3.2728 4.2656 1.9935
C 4.4148 3.4767 2.0651
C 4.3047 2.0988 2.2120
C 3.0526 1.5039 2.2737
C -0.2319 -0.0922 3.1651
C 0.6750 -0.6838 4.0386
C 0.3138 -1.8196 4.7547
C -0.9468 -2.3756 4.5933
C -1.8630 -1.7857 3.7276
C -1.5087 -0.6435 3.0287
H -1.9333 3.1341 0.4861
H -3.6434 4.8093 1.0454
H -3.9462 5.5376 3.3843
H -2.5385 4.5776 5.1720
H -0.8408 2.8906 4.6430
H 1.1324 4.2986 2.0425
H 3.3611 5.3403 1.9044
H 5.3926 3.9387 2.0291
H 5.1967 1.4917 2.2976
H 2.9820 0.4277 2.3873
H 1.6615 -0.2595 4.1896
H 1.0151 -2.2606 5.4511
H -1.2273 -3.2522 5.1627
H -2.8604 -2.1972 3.6305
H -2.2516 -0.1518 2.4064
*
```

## Properties
**ΔE to the lowest compared entry with this formula, charge and spin**: 31.8 kJ/mol
**E_tot**: -129882.80916 eV
**HOMO level**: -16.02 eV
**Kohn-Sham gap**: 5.012 eV
**LUMO energy**: -0.4047 Ha
**Largest force on an atom**: 0.7 eV/A